144
Properties=species:S:1:pos:R:3:forces:R:3 method="wB97M-V/def2-TZVPD" lumo_energy_ev=0.45 e_above_lowest_kj_mol=111.0 smiles=CC1(C)CCCC(C)(C)N1O.CC1(C)CCCC(C)(C)N1O.CC(C)O.CC(C)O.CC(C)O.CC(C)O.CC(C)O.CC(C)O.CC(C)O
C 0.13723 3.71874 -6.93237 0.67 0.62 -0.29
C -0.29398 3.02563 -5.63472 -0.29 0.20 0.23
C 0.43806 1.69029 -5.48105 -0.22 0.01 -0.01
C 0.05392 3.95095 -4.45559 0.53 0.63 -0.36
C -0.63545 3.62051 -3.14688 0.16 -0.44 -0.60
C -2.13683 3.60034 -3.38634 0.31 0.03 0.54
C -2.53949 2.61523 -4.49761 0.38 0.15 0.85
C -2.33184 1.20322 -3.96733 -0.39 -1.89 0.01
C -4.01200 2.83763 -4.76869 -0.49 -0.92 -0.94
N -1.76512 2.93522 -5.69530 -0.24 0.45 -0.15
O -2.10861 2.01573 -6.72534 0.06 -0.32 0.02
H -0.70018 4.18825 -7.44490 -0.15 -0.25 -0.01
H 0.81168 4.56030 -6.72827 0.05 -0.19 0.19
H 0.69207 3.08905 -7.62938 -0.29 -0.23 0.02
H 0.27093 1.24266 -4.50253 0.11 0.02 0.05
H 0.09418 0.97826 -6.23121 0.12 0.03 -0.06
H 1.50266 1.88729 -5.61191 0.05 -0.18 -0.01
H 1.14527 3.95709 -4.36083 -0.04 -0.24 0.08
H -0.15744 4.98231 -4.76491 -0.37 -0.07 0.13
H -0.31640 2.61958 -2.83905 0.06 0.08 0.19
H -0.32942 4.30985 -2.35931 -0.16 0.08 0.02
H -2.48313 4.61512 -3.60034 -0.10 -0.07 -0.14
H -2.61653 3.26038 -2.46216 -0.23 0.12 -0.11
H -3.25414 0.71687 -3.61908 -0.14 0.60 0.22
H -1.63598 1.09163 -3.14007 0.13 0.32 -0.04
H -2.03326 0.45337 -4.70943 0.26 0.54 -0.31
H -4.18627 3.75550 -5.32919 -0.06 0.24 0.38
H -4.59553 2.74287 -3.85396 0.08 0.48 0.12
H -4.40246 2.02410 -5.39533 0.16 0.10 -0.06
H -2.65047 2.52428 -7.33511 0.02 0.11 0.00
C 0.49154 -0.68240 4.07842 -0.29 -0.10 0.64
C 2.02605 -0.71008 4.16247 -0.51 -0.85 -0.10
C 2.46498 -2.15696 4.47881 0.46 0.29 -0.02
C 2.51968 -0.28245 2.78191 0.25 0.82 -0.51
C 3.93055 0.29199 2.73577 -0.46 -0.69 0.32
C 4.11651 1.34533 3.80966 1.50 -0.24 -0.14
C 3.78374 0.85477 5.20322 -0.76 -0.32 1.16
C 4.85724 -0.06644 5.77477 1.06 0.07 -0.40
C 3.66032 2.06006 6.14193 0.57 0.11 0.23
N 2.45143 0.22608 5.18426 -0.47 1.33 -0.80
O 2.02014 -0.20282 6.45976 0.41 -0.23 0.14
H 0.13241 0.22147 3.58859 0.05 0.07 0.02
H 0.08828 -1.54405 3.54470 0.11 0.04 -0.16
H 0.05620 -0.71258 5.08074 0.05 -0.05 -0.04
H 3.54789 -2.25747 4.35099 -0.07 -0.09 -0.17
H 2.26930 -2.41342 5.51868 -0.26 -0.01 -0.03
H 1.93888 -2.84341 3.81507 0.12 -0.14 0.04
H 2.43027 -1.12038 2.08715 0.00 -0.09 0.11
H 1.85874 0.49808 2.38985 -0.13 -0.03 0.11
H 4.60664 -0.55195 2.90324 0.30 0.25 -0.05
H 4.14306 0.71548 1.75672 -0.02 -0.07 -0.08
H 3.67232 2.31751 3.59362 -0.45 -0.19 -0.11
H 5.20243 1.52385 3.82670 -0.13 0.33 0.10
H 5.19633 -0.80857 5.04726 -0.26 -0.16 0.11
H 4.57758 -0.54595 6.70933 -0.29 -0.06 -0.08
H 5.76004 0.52249 5.98211 -0.13 0.03 0.06
H 4.61553 2.59199 6.20215 -0.09 0.11 -0.36
H 3.50109 1.76061 7.18081 -0.33 -0.11 -0.11
H 2.87671 2.73414 5.79599 -0.02 0.03 0.10
H 1.63729 0.59050 6.84667 -0.15 -0.04 -0.04
C 2.55089 4.46883 0.37319 -0.05 -0.75 0.93
C 2.49270 3.26102 -0.53696 0.39 0.02 -1.28
C 2.76844 3.64066 -2.01075 -0.44 0.08 1.30
O 3.45598 2.29645 -0.11290 -0.07 -0.14 0.17
H 1.84863 5.24767 0.08684 0.10 0.14 -0.05
H 3.58020 4.81943 0.46667 -0.05 0.29 -0.45
H 2.32151 4.13541 1.39355 -0.24 0.12 -0.12
H 1.52386 2.75164 -0.54754 -0.13 0.21 0.47
H 3.80754 3.97248 -2.06495 -0.01 -0.03 -0.39
H 2.10357 4.47080 -2.24830 0.13 0.01 -0.33
H 2.53461 2.78428 -2.63999 0.28 0.08 -0.25
H 4.14418 2.25660 -0.78207 0.07 -0.06 0.05
C -3.28546 -2.43177 -1.84183 0.46 -0.81 -0.67
C -4.33200 -3.53753 -1.97783 -0.29 0.99 0.85
C -5.66196 -2.94080 -2.43923 0.43 -0.24 -0.58
O -3.92652 -4.57834 -2.84491 0.10 -0.12 0.05
H -3.45421 -1.83250 -0.95221 -0.19 0.33 -0.17
H -3.26880 -1.87197 -2.78274 -0.03 0.41 0.27
H -2.28669 -2.86778 -1.74506 -0.10 -0.10 0.08
H -4.46657 -3.95370 -0.97284 0.00 -0.33 -0.16
H -5.93646 -2.00463 -1.95790 -0.01 -0.17 0.38
H -6.44363 -3.69495 -2.35386 -0.20 0.21 -0.05
H -5.52628 -2.65680 -3.49300 -0.19 -0.16 -0.01
H -4.38175 -4.46444 -3.68329 0.05 -0.01 -0.07
C -2.72661 3.79499 0.90814 0.10 0.04 -0.04
C -2.64930 3.69861 2.42294 -0.25 0.10 0.16
C -1.24498 3.38406 2.92846 -0.33 -0.35 -0.37
O -3.14943 4.91129 3.00165 0.17 -0.14 -0.18
H -2.99969 2.81020 0.52624 0.28 0.02 -0.27
H -1.76570 4.11328 0.49889 -0.04 -0.11 -0.15
H -3.48112 4.49428 0.54864 -0.09 0.04 0.29
H -3.31812 2.87792 2.72061 0.06 0.03 0.18
H -1.24017 3.43218 4.01773 0.24 -0.05 0.02
H -0.49605 4.05044 2.49994 -0.09 0.22 0.15
H -0.97689 2.37030 2.61478 0.02 -0.02 0.16
H -3.06210 4.81464 3.95585 -0.03 0.14 -0.01
C 6.30638 -4.60023 0.50624 0.80 0.01 -0.05
C 5.39489 -3.40147 0.58663 -0.97 -0.45 0.56
C 3.96033 -3.79665 0.25631 -0.26 -0.70 -0.42
O 5.42994 -2.88692 1.92851 0.10 0.31 -0.33
H 5.99560 -5.36502 1.21991 -0.15 -0.08 -0.13
H 7.32077 -4.31175 0.79248 -0.05 0.05 0.01
H 6.37554 -5.02218 -0.49775 -0.21 -0.05 0.01
H 5.70019 -2.61481 -0.10172 0.22 0.16 0.21
H 3.92499 -4.36524 -0.68156 0.07 0.33 -0.11
H 3.25791 -2.96521 0.20083 0.15 0.13 0.03
H 3.56823 -4.52804 0.97702 0.16 0.23 0.23
H 4.79630 -3.40391 2.43933 0.08 0.07 0.03
C 0.12104 -1.74126 0.34605 0.39 0.43 -0.33
C -0.70697 -0.50309 0.60630 -0.78 0.45 0.20
C -1.08243 0.29804 -0.63883 0.54 -0.74 -0.10
O -1.87493 -0.91956 1.33458 0.17 -0.02 -0.33
H 0.60621 -2.07065 1.26276 -0.11 -0.23 -0.01
H 0.89576 -1.54618 -0.40405 0.06 0.07 0.15
H -0.52154 -2.51706 -0.06323 -0.09 -0.09 0.14
H -0.21236 0.24731 1.23783 0.45 -0.44 0.12
H -0.15987 0.70898 -1.06116 -0.11 0.39 0.17
H -1.78196 1.07244 -0.32732 0.03 0.20 -0.38
H -1.48218 -0.31652 -1.44684 -0.40 -0.09 0.22
H -2.64957 -0.46889 0.96593 -0.06 0.03 0.29
C 0.91141 -7.13928 -0.50763 -0.22 -0.93 0.09
C 0.47597 -6.42790 -1.76996 1.15 1.76 0.15
C -0.47671 -5.27551 -1.45023 0.29 -0.01 -0.32
O 1.68396 -5.82332 -2.32049 -0.06 -0.25 -0.46
H 1.50673 -8.03469 -0.69902 -0.06 0.04 -0.20
H 0.07301 -7.44022 0.12590 -0.02 0.09 -0.03
H 1.56506 -6.47573 0.06007 -0.19 0.17 0.07
H 0.14198 -6.99986 -2.63027 -0.31 -0.56 0.41
H -1.46553 -5.57124 -1.10382 0.01 -0.09 -0.01
H -0.56589 -4.64962 -2.33973 -0.24 -0.08 -0.01
H 0.00895 -4.65744 -0.68946 -0.15 -0.05 0.17
H 1.96290 -5.07721 -1.77867 -0.20 -0.08 0.15
C -5.37391 -1.90870 1.30019 -0.86 -0.26 -0.19
C -5.42550 -0.47383 1.77064 1.47 -0.04 -0.99
C -5.06437 -0.30745 3.21103 -0.81 -0.17 1.36
O -4.41071 0.24538 0.98041 -0.71 -0.06 0.10
H -6.17697 -2.46057 1.79865 0.12 -0.06 0.04
H -4.44066 -2.44541 1.46201 0.20 0.34 0.18
H -5.61126 -1.93340 0.23655 0.11 -0.05 -0.01
H -6.38127 -0.04766 1.46308 -0.19 0.01 0.44
H -5.10051 0.73250 3.54645 0.27 0.05 -0.21
H -4.10658 -0.76290 3.45992 0.22 0.23 -0.34
H -5.77667 -0.81374 3.87815 -0.11 -0.03 -0.30
H -4.58201 1.17574 1.15885 0.25 0.11 -0.12